# C51H29I4N4O2RhS

A molecular structure, C51H29I4N4O2RhS at a distorted geometry (ωB97M-V with the def2-TZVPD basis set, the Open Molecules 2025 dataset).

Structure (XYZ):
```
92
Properties=species:S:1:pos:R:3
Rh 0.124 -0.151 0.437
I 2.999 8.649 -2.767
C 2.359 6.743 -2.181
C 2.286 5.722 -3.114
C 1.871 4.458 -2.714
C 1.541 4.207 -1.390
C 1.612 5.251 -0.468
C 2.012 6.520 -0.856
C 1.120 2.858 -0.907
C -0.183 2.448 -1.155
C -1.160 3.213 -1.885
C -2.308 2.503 -1.877
C -2.046 1.288 -1.149
C -2.985 0.289 -0.927
C -4.387 0.535 -1.387
C -4.805 0.233 -2.676
C -6.121 0.456 -3.064
C -7.016 0.991 -2.153
I -9.011 1.300 -2.718
C -6.614 1.324 -0.868
C -5.299 1.090 -0.491
C -2.754 -0.879 -0.211
N -1.598 -1.201 0.441
C -1.823 -2.396 1.061
C -0.942 -3.049 1.914
C -1.488 -4.193 2.707
C -2.313 -3.910 3.794
C -2.797 -4.925 4.606
C -2.463 -6.240 4.314
I -3.152 -7.778 5.558
C -1.666 -6.545 3.223
C -1.177 -5.517 2.427
C 0.332 -2.596 2.240
C 1.170 -3.195 3.247
C 2.217 -2.366 3.438
C 2.063 -1.266 2.519
N 0.911 -1.439 1.804
C 2.918 -0.170 2.418
C 2.803 0.822 1.443
C 3.832 1.787 1.163
C 3.351 2.611 0.205
C 2.019 2.167 -0.099
N 1.728 1.046 0.632
C 3.951 0.046 3.471
C 4.934 -0.888 3.785
C 5.813 -0.678 4.838
C 5.709 0.479 5.592
I 6.964 0.769 7.242
C 4.769 1.448 5.273
C 3.903 1.228 4.213
C -3.157 -2.853 0.771
C -3.733 -1.916 -0.012
N -0.748 1.282 -0.720
H 2.551 5.907 -4.146
H 1.818 3.661 -3.448
H 1.343 5.061 0.565
H 2.051 7.323 -0.132
H -0.972 4.173 -2.340
H -3.256 2.761 -2.321
H -4.099 -0.183 -3.385
H -6.439 0.217 -4.070
H -7.311 1.766 -0.169
H -4.969 1.343 0.510
H -2.570 -2.879 4.010
H -3.425 -4.691 5.454
H -1.428 -7.574 2.989
H -0.549 -5.751 1.575
H 0.975 -4.135 3.738
H 3.021 -2.494 4.143
H 4.809 1.819 1.616
H 3.861 3.437 -0.264
H 5.035 -1.781 3.180
H 6.573 -1.412 5.069
H 4.700 2.361 5.848
H 3.151 1.969 3.972
H -3.593 -3.777 1.114
H -4.728 -1.927 -0.425
O 0.600 -1.265 -7.879
C 0.289 -0.351 -6.933
O -0.141 0.718 -7.266
C 0.519 -0.728 -5.506
C 0.437 0.285 -4.555
C 0.635 0.016 -3.215
C 0.873 -1.288 -2.775
S 1.089 -1.731 -1.093
C 0.970 -2.303 -3.729
C 0.802 -2.020 -5.073
H 0.934 -2.080 -7.489
H 0.220 1.292 -4.889
H 0.612 0.811 -2.489
H 1.177 -3.317 -3.408
H 0.868 -2.848 -5.771
```

Total energy   -4030.00004 Eh
E_LUMO   -1.518 eV
Orbital gap   6.05 eV


# C35H42FGaGe3

A molecular structure, C35H42FGaGe3 at a distorted geometry (ωB97M-V with the def2-TZVPD basis set, the Open Molecules 2025 dataset).

Structure (XYZ):
```
82
Properties=species:S:1:pos:R:3
Ga -1.220 0.054 2.041
C -3.886 -4.303 2.118
C -3.292 -3.079 2.800
Ge -1.543 -2.434 2.264
C -0.085 -3.050 3.526
C 1.138 -3.704 2.892
C -1.227 -3.043 0.450
C -0.521 -2.412 -0.497
Ge -0.623 -0.452 -0.888
C -2.526 0.008 -1.256
C -3.309 -1.042 -2.098
C 0.305 0.054 -2.583
C -0.410 -0.406 -3.890
C 0.246 -3.115 -1.553
C 1.537 -2.675 -1.837
C 2.253 -3.277 -2.877
C 1.806 -4.474 -3.446
C 0.579 -5.000 -3.081
C -0.196 -4.332 -2.126
H -4.961 -4.462 2.301
H -3.466 -5.279 2.487
H -3.829 -4.228 1.026
H -3.264 -3.233 3.887
H -3.972 -2.254 2.686
H -0.615 -3.878 4.058
H 0.171 -2.321 4.360
H 0.984 -4.822 2.915
H 2.056 -3.438 3.379
H 1.241 -3.529 1.775
H -1.515 -4.085 0.222
H -2.490 1.016 -1.709
H -3.055 0.129 -0.295
H -4.047 -0.491 -2.731
H -3.921 -1.660 -1.420
H -2.772 -1.746 -2.706
H 1.323 -0.336 -2.453
H 0.288 1.178 -2.473
H 0.135 -0.089 -4.786
H -1.444 0.013 -3.958
H -0.502 -1.505 -3.945
H 1.953 -1.814 -1.313
H 3.197 -2.857 -3.199
H 2.476 -4.986 -4.156
H 0.235 -5.892 -3.551
H -1.134 -4.840 -1.755
F -2.184 1.534 2.446
C 0.244 0.433 0.662
Ge 0.823 2.266 0.483
C 2.606 2.277 -0.333
C 3.470 1.146 -0.518
C 4.552 1.198 -1.402
C 4.953 2.439 -1.923
C 4.241 3.561 -1.610
C 3.099 3.506 -0.761
C 1.099 2.844 2.322
C 1.503 1.900 3.339
C 1.416 2.275 4.683
C 0.823 3.506 5.055
C 0.545 4.412 4.057
C 0.692 4.129 2.716
C -0.378 3.399 -0.445
C -1.645 3.639 0.210
C -2.664 4.278 -0.532
C -2.447 4.732 -1.850
C -1.167 4.700 -2.354
C -0.153 3.983 -1.703
H 1.021 -0.258 1.136
H 3.278 0.256 0.045
H 5.048 0.246 -1.635
H 5.858 2.477 -2.500
H 4.614 4.495 -1.970
H 2.648 4.434 -0.387
H 1.957 0.985 3.055
H 1.821 1.659 5.499
H 0.619 3.676 6.079
H 0.229 5.379 4.329
H 0.376 4.819 1.969
H -1.858 3.279 1.208
H -3.606 4.465 -0.052
H -3.312 5.102 -2.363
H -1.025 5.050 -3.386
H 0.803 3.868 -2.176
```

Total energy   -9614.21297 Eh
ΔE to the lowest compared entry with this formula, charge and spin   2.072 eV
E_LUMO   0.187 eV
Orbital gap   8.30 eV


# C4H18O5

5 unconnected molecules or ions with the total composition C4H18O5 (ωB97M-V with the def2-TZVPD basis set, the Open Molecules 2025 dataset).

Structure (XYZ):
```
27
Properties=species:S:1:pos:R:3
O 0.440 0.135 0.318
H 0.694 0.731 -0.402
H -0.500 -0.010 0.163
O -1.090 0.984 -3.292
H -1.205 1.346 -2.403
H -1.911 1.199 -3.745
O 0.851 2.209 -1.548
H 1.473 2.920 -1.369
H 0.908 2.042 -2.497
C -3.399 -1.387 -1.794
C -2.676 -1.092 -0.499
O -2.486 0.324 -0.326
H -4.438 -1.027 -1.724
H -3.473 -2.453 -1.995
H -2.916 -0.822 -2.587
H -1.684 -1.549 -0.510
H -3.198 -1.497 0.372
H -3.345 0.680 -0.080
C 3.713 -1.022 2.633
C 3.046 0.327 2.832
O 1.625 0.223 2.873
H 3.500 -1.664 3.493
H 4.796 -0.944 2.523
H 3.290 -1.535 1.765
H 3.354 1.007 2.030
H 3.344 0.722 3.803
H 1.289 0.153 1.963
```

Total energy   -539.38127 Eh
ΔE to the lowest compared entry with this formula, charge and spin   0.000 eV
E_LUMO   0.422 eV
Orbital gap   9.72 eV
Structure (SMILES)   CCO.CCO.O.O.O


# C4H12N2O

A molecular structure, C4H12N2O at a distorted geometry (ωB97M-V with the def2-TZVPD basis set, the Open Molecules 2025 dataset).

Structure (XYZ):
```
19
Properties=species:S:1:pos:R:3
C -0.722 0.170 -0.256
C 0.348 -0.170 0.617
C 1.414 -1.189 0.322
C 1.162 1.463 -0.313
N -1.639 1.159 0.049
N -0.828 -0.398 -1.491
O -1.079 -1.655 1.030
H -1.607 -1.355 1.779
H 0.308 0.265 1.602
H -0.621 -1.386 -1.501
H -2.580 1.005 -0.284
H -1.675 1.472 1.008
H -1.627 -0.137 -2.047
H 2.224 -1.090 1.045
H 1.009 -2.196 0.398
H 1.840 -1.064 -0.674
H 1.304 1.300 -1.377
H 0.654 2.402 -0.112
H 2.116 1.404 0.203
```

Total energy   -344.22445 Eh
ΔE to the lowest compared entry with this formula, charge and spin   4.369 eV
E_LUMO   0.718 eV
Orbital gap   7.83 eV


Question: What is the total energy in the fourth record?
Answer: -344.22445 Eh